22
Properties=species:S:1:pos:R:3:mulliken_charge:R:1 method="wB97M-V/def2-TZVPD" e_homo_ev=-13.75 e_tot_ev=-31201.431 total_charge=+1 gap_ev=9.4
N 1.6384 0.0345 -0.3617 -0.1672
H 4.0189 -0.2269 2.2714 0.3756
C 3.6069 0.1600 1.2923 -0.8609
O -4.3321 -0.7002 0.6407 -0.5134
H 3.4519 1.1578 1.4176 0.3318
H -1.1682 2.8783 0.0293 0.2233
H 1.4097 -1.7007 -2.2774 0.4095
N -1.0154 -0.3076 -0.4111 0.2063
H 4.1186 -0.2066 0.4926 0.3172
C 0.8161 -1.3364 -1.4917 -0.8160
N -2.3809 -0.0535 -0.1116 -0.1336
C -2.5784 1.3617 0.1268 0.3030
N -3.2118 -1.0489 0.4495 1.1152
C -0.4749 -1.2829 -1.2309 0.3588
N 0.8748 1.1253 -0.3923 -0.7462
O -3.6566 1.7956 0.4387 -0.4616
S 2.0128 -0.7666 1.2141 0.1396
H -1.2908 -1.8714 -1.5138 0.5733
C -0.3891 0.9204 -0.2396 0.4392
O -2.6679 -2.1127 0.5391 -0.5814
H 2.5331 0.2825 -0.9052 0.4916
N -1.3149 1.8984 0.0232 -0.0040